16
Properties=species:S:1:pos:R:3 method="wB97M-V/def2-TZVPD" relative_energy_ev=0.886 smiles=N#C[C@@]12O[C@H]3C[C@@H]1[C@@H]2C3 e_tot_ev=-10908.45263 largest_force_ha_per_bohr=0.027 homo_lumo_gap_ev=10.69 e_homo_ev=-9.9
C -2.283 -0.994 0.475
C -0.958 -0.511 0.149
C 1.091 -0.602 -0.479
C 0.506 0.576 -1.316
C -0.658 0.822 -0.398
C -0.205 0.482 1.029
C 1.215 -0.001 0.917
H 1.922 -1.096 -0.970
H 1.236 1.377 -1.369
H 0.234 0.266 -2.346
H -1.399 1.576 -0.605
H -0.699 0.877 1.915
H 1.475 -0.753 1.665
H 1.928 0.826 1.038
N -3.355 -1.387 0.677
O -0.051 -1.459 -0.381



17
Properties=species:S:1:pos:R:3 method="wB97M-V/def2-TZVPD" relative_energy_ev=6.030 e_tot_ev=-12951.56651 largest_force_ha_per_bohr=0.079 homo_lumo_gap_ev="6.42 / 7.41" e_homo_ev="-7.5 / -7.6"
C 0.908 -1.323 -0.596
C 2.112 -0.532 -1.024
C -0.316 -0.782 -0.360
C 1.749 0.686 -0.846
C -0.483 0.662 -0.464
C -1.742 1.242 -0.358
C 1.497 2.081 1.482
N 0.747 1.352 -0.589
O -2.840 0.586 0.082
O 2.056 1.072 1.840
H 1.026 -2.415 -0.313
H 2.801 -0.988 -1.663
H -1.117 -1.520 -0.077
H 0.594 2.425 1.992
H 2.062 2.861 0.929
H -2.731 -0.360 -0.265
H -1.870 2.313 -0.174